The following is a DFT calculation (ωB97M-V/def2-TZVPD) of a structure of composition C4H8O2.

Positions of all 14 atoms, in Å:
C  -0.778  -1.610  0.177
C  -1.119  -0.139  0.230
O  -0.654  0.477  1.452
C  -0.197  0.937  -0.199
C  1.204  0.593  -0.552
O  2.091  1.684  -0.477
H  0.249  -1.802  0.495
H  -0.908  -1.983  -0.844
H  -1.448  -2.180  0.828
H  -2.182  0.043  0.050
H  -0.587  1.498  1.016
H  1.119  0.217  -1.593
H  1.645  -0.215  0.042
H  1.565  2.480  -0.625

Cartesian forces, eV/Å:
C 0.1 0.0 0.0
C -0.1 -0.2 -0.2
O 0.0 0.2 0.1
C 0.2 -0.2 -0.5
C -0.2 -0.3 0.1
O 0.0 0.2 0.0
H -0.1 0.0 -0.1
H 0.0 0.1 0.1
H 0.1 0.1 -0.1
H 0.2 0.0 0.1
H -0.1 0.0 0.4
H 0.0 0.0 0.1
H -0.1 0.1 0.0
H 0.1 0.0 0.0

The HOMO-LUMO gap is 10.112 eV. The lowest unoccupied orbital energy is 0.90 eV. The multiplicity is 1. For the relative energy (zero: lowest compared OMol25 entry of this formula, charge and spin), the calculation gives 5.026 eV. For the maximum force, the calculation gives 0.5 eV/A.

Mulliken population analysis, charges in e, atoms 1 to 4: atom 1 (C): -1.27, atom 2 (C): 0.39, atom 3 (O): -0.36, atom 4 (C): -0.55